No. 1
Computed, not measured: a molecular structure, C59H46BF4GeHfN2PSSe at a distorted geometry, with ωB97M-V with the def2-TZVPD basis set.

ORCA input file:
```
! wB97M-V def2-TZVPD RIJCOSX def2/J DEFGRID3
* xyz -1 2
Hf -1.39643 -0.55109 -0.28063
C 2.30616 5.13859 -2.78616
C 1.18077 4.37636 -3.17627
C 0.60830 3.49944 -2.24644
C 1.03048 3.51147 -0.90287
C 1.98326 4.45180 -0.49853
C 2.66238 5.20527 -1.44477
P 0.11516 2.36971 0.19186
C 0.72751 2.78074 1.86060
C 2.12652 2.90977 2.13060
C 2.56493 3.35767 3.38789
C 1.64230 3.56797 4.41195
C 0.27791 3.47252 4.12202
C -0.19365 2.99155 2.87787
C -1.48960 3.15679 0.14799
C -1.49862 4.52955 0.36992
C -2.69762 5.23756 0.35176
C -3.90420 4.65339 -0.04243
C -3.91037 3.25797 -0.32297
C -5.05221 2.67416 -0.92601
C -4.98886 1.42752 -1.50267
C -3.77803 0.70532 -1.49718
C -2.64664 1.17050 -0.78740
C -2.66772 2.47379 -0.24557
H 2.84654 5.73358 -3.52542
H 0.79961 4.42921 -4.17536
H -0.16295 2.81888 -2.56179
H 2.19144 4.58294 0.55287
H 3.50103 5.78662 -1.13957
H 2.81638 2.70502 1.29620
H 3.58997 3.57442 3.58594
H 1.97008 3.88702 5.38485
H -0.44242 3.73384 4.89797
H -1.26099 2.85010 2.68997
H -0.55787 5.07721 0.51054
H -2.71659 6.29743 0.65587
H -4.81576 5.26394 -0.20080
H -5.93006 3.32833 -1.05540
H -5.79038 0.94903 -2.02734
H -3.75170 -0.15021 -2.16927
F -0.90529 -4.16481 -2.59085
B -0.09235 -4.51403 -1.58687
F -0.01806 -1.83942 -0.71341
F 1.22616 -4.31875 -1.74231
F -0.63949 -4.82625 -0.39975
C 1.64621 -1.64326 4.57785
C 1.96855 -1.59713 3.19537
C 1.03740 -1.13588 2.29455
C -0.28539 -0.70548 2.72234
C -1.33119 -0.28532 1.85019
C -2.54762 0.09258 2.38467
C -2.88513 -0.00541 3.78700
C -1.89912 -0.40414 4.63510
C -0.58345 -0.76651 4.16562
C 0.41335 -1.22339 5.05052
H 2.36336 -1.93295 5.31604
H 2.89069 -2.03561 2.83427
H 1.29652 -1.05532 1.21676
H -3.34169 0.40266 1.67849
H -3.89064 0.20879 4.09272
H -2.12741 -0.55624 5.67502
H 0.16984 -1.16985 6.11917
Se -1.03627 0.22164 -2.92265
S -5.47181 -5.95549 -0.14587
C -4.38487 -4.58159 -0.29835
C -4.09555 -3.97374 -1.52998
C -3.35158 -2.79561 -1.51847
N -2.86611 -2.23925 -0.36705
C -3.01304 -2.94607 0.80847
C -3.69931 -4.11719 0.84842
C -6.96732 -5.15898 -0.61818
C -7.39658 -5.28526 -1.91891
C -8.64924 -4.79037 -2.23930
N -9.41910 -4.16629 -1.37545
C -8.98949 -3.94304 -0.15222
C -7.76712 -4.42958 0.30352
H -4.54336 -4.31102 -2.50143
H -3.12189 -2.26101 -2.45459
H -2.53848 -2.52399 1.69248
H -3.73203 -4.69726 1.75504
H -6.79610 -5.83126 -2.64701
H -9.01302 -4.92683 -3.25812
H -9.65410 -3.32724 0.47565
H -7.48356 -4.24951 1.34021
C 0.23761 -0.99059 -3.91697
Ge 2.71284 -0.65090 -1.48372
C 3.90724 -2.24136 -1.02003
C 3.51717 -3.12850 -0.00252
C 4.32606 -4.17384 0.38106
C 5.50770 -4.45391 -0.35749
C 5.86864 -3.60437 -1.41182
C 5.05842 -2.50813 -1.77817
C 4.15850 0.64853 -1.86139
C 4.27107 1.10908 -3.14851
C 5.37989 1.86898 -3.60666
C 6.42700 2.07725 -2.76532
C 6.29251 1.71844 -1.39638
C 7.28199 2.07611 -0.44130
C 7.12451 1.84525 0.88886
C 5.94151 1.22584 1.34818
C 4.96193 0.83047 0.45248
C 5.14971 1.01037 -0.92269
H 1.23773 -0.55169 -3.83514
H 0.18876 -2.00108 -3.49356
H -0.06038 -0.94441 -4.96964
H 2.52530 -3.03790 0.44259
H 4.06279 -4.81860 1.21516
H 6.10248 -5.30352 -0.08625
H 6.80252 -3.73921 -1.93508
H 5.32855 -1.90769 -2.64791
H 3.42981 0.97205 -3.83133
H 5.35598 2.26066 -4.60390
H 7.29113 2.68387 -3.01762
H 8.16768 2.59024 -0.80681
H 7.86584 2.24700 1.58716
H 5.80747 0.99671 2.40610
H 4.00670 0.42388 0.86815
*
```

F_max, eV/A: 3.54
Energy above the lowest of the compared OMol25 structures with the same formula, charge and spin, kcal per mole: 12.0
Kohn-Sham gap (spin up / spin down), eV: 2.134 / 3.799

***

No. 2
Computed, not measured: a molecular structure, C59H46NO4P3S2SiTa at a distorted geometry, with ωB97M-V with the def2-TZVPD basis set.

ORCA input file:
```
! wB97M-V def2-TZVPD RIJCOSX def2/J DEFGRID3
* xyz 1 1
Ta 0.76880 0.21619 -0.66981
C -2.74618 -6.13146 -0.32228
C -1.54708 -6.28363 -1.00143
C -0.65172 -5.22924 -1.09709
C -0.94580 -4.00222 -0.50404
C -2.13910 -3.86817 0.20370
C -3.03738 -4.92027 0.28488
P 0.28081 -2.61109 -0.47700
C 1.38886 -3.21248 -1.79921
C 2.76737 -3.44661 -1.72191
C 3.44494 -3.89884 -2.85203
C 2.78627 -4.07149 -4.04989
C 1.42471 -3.80507 -4.14869
C 0.74017 -3.37835 -3.03209
C 1.02822 -3.02783 1.14711
C 1.61750 -4.26686 1.37397
C 2.14112 -4.56242 2.62155
C 2.08228 -3.61917 3.63884
C 1.46734 -2.39550 3.41987
C 0.91054 -2.08952 2.17992
Si -0.01563 -0.49656 1.73801
C -1.85589 -0.95892 1.78816
C -2.43738 -1.64012 2.85888
C -3.79059 -1.93576 2.87005
C -4.59473 -1.54245 1.80655
C -4.03502 -0.88764 0.72250
C -2.66640 -0.62003 0.70355
P -1.93186 0.31238 -0.68673
C -2.75852 -0.34594 -2.16774
C -2.87207 0.41700 -3.33108
C -3.37287 -0.14790 -4.49086
C -3.74187 -1.48547 -4.51603
C -3.60324 -2.25745 -3.37240
C -3.11020 -1.69294 -2.20612
C -2.72033 1.91459 -0.27482
C -2.40488 2.43404 0.98205
C -2.99999 3.59952 1.43112
C -3.89960 4.27729 0.61946
C -4.22181 3.76257 -0.62539
C -3.64824 2.57795 -1.06931
C 0.28724 0.80005 3.08667
C -0.21472 0.70019 4.38725
C 0.07698 1.66059 5.34092
C 0.88315 2.74427 5.01169
C 1.38284 2.86497 3.72761
C 1.08055 1.90058 2.76588
P 1.74025 2.02552 1.06168
C 1.45307 3.79115 0.70438
C 2.27616 4.57990 -0.09317
C 1.92047 5.88792 -0.39082
C 0.73946 6.42411 0.09666
C -0.09643 5.63938 0.87922
C 0.25478 4.33445 1.17585
C 3.52258 1.82323 1.46745
C 4.56253 2.27730 0.65141
C 5.88524 2.09011 1.01751
C 6.20060 1.42969 2.19346
C 5.17990 0.94215 2.99439
C 3.85580 1.13527 2.63682
H -3.44669 -6.95378 -0.26258
H -1.29794 -7.23316 -1.45664
H 0.27136 -5.37574 -1.63733
H -2.36145 -2.94117 0.71019
H -3.96168 -4.79131 0.83339
H 3.13528 -2.58661 -0.05532
H 4.50894 -4.07315 -2.76334
H 3.33930 -4.37907 -4.92751
H 0.90331 -3.91914 -5.08937
H -0.31798 -3.14910 -3.10326
H 1.66912 -4.99684 0.57595
H 2.59312 -5.52920 2.79870
H 2.51007 -3.84555 4.60702
H 1.40898 -1.66984 4.22414
H -1.81045 -1.96153 3.68359
H -4.22092 -2.46790 3.70858
H -5.65717 -1.74745 1.82440
H -4.65786 -0.58595 -0.11116
H -2.53375 1.44480 -3.34578
H -3.45282 0.45005 -5.38939
H -4.12480 -1.92925 -5.42527
H -3.86940 -3.30671 -3.38649
H -2.99134 -2.30910 -1.32675
H -1.70767 1.89804 1.61756
H -2.76912 3.97671 2.42007
H -4.36018 5.19288 0.96603
H -4.93309 4.27959 -1.25613
H -3.94688 2.17233 -2.02453
H -0.84934 -0.13801 4.65036
H -0.32468 1.57080 6.34192
H 1.11735 3.49380 5.75619
H 2.00976 3.70912 3.46561
H 3.19911 4.19106 -0.49246
H 2.56987 6.48887 -1.01387
H 0.46887 7.44694 -0.12963
H -1.02860 6.03770 1.25889
H -0.40520 3.73301 1.78135
H 4.34882 2.78545 -0.27439
H 6.67347 2.46372 0.37744
H 7.23410 1.28968 2.48015
H 5.41216 0.40383 3.90367
H 3.07736 0.74161 3.27502
S 0.28221 -0.27623 -3.05778
C 0.20079 1.42854 -3.19159
C 0.45738 2.11486 -4.38405
C 0.41443 3.48854 -4.37321
C 0.06627 4.15188 -3.19157
C -0.18135 3.40770 -2.06334
N -0.11268 2.06622 -2.04518
H 0.72342 1.54585 -5.26356
H 0.64441 4.05219 -5.26787
H 0.00552 5.22926 -3.14765
H -0.46046 3.88324 -1.13210
O 2.97674 -0.55863 -2.34910
S 3.26322 0.22253 -1.15962
O 3.49344 -3.30817 -0.58441
O 2.36686 1.50221 -1.25486
O 2.34744 -0.56141 -0.01220
*
```

F_max, eV/A: 4.36
Energy above the lowest of the compared OMol25 structures with the same formula, charge and spin, kcal per mole: 38.1
Kohn-Sham gap, eV: 6.885

***

No. 3
Computed, not measured: a molecular structure, C59H47CsF10GeN7O2SSe, with ωB97M-V with the def2-TZVPD basis set.

ORCA input file:
```
! wB97M-V def2-TZVPD RIJCOSX def2/J DEFGRID3
* xyz -2 2
Cs -1.31196 0.23864 0.43367
C 0.42487 -1.40047 3.04248
N -1.01587 -1.34669 3.14950
C -1.62053 -2.66125 3.27239
C -1.50840 -3.53243 2.01795
N -2.18153 -3.00849 0.85527
C -3.47245 -3.21680 0.69662
C -4.08348 -2.72283 -0.50763
F -3.29316 -2.08417 -1.39715
C -5.40861 -2.85547 -0.82785
F -5.87065 -2.35432 -1.99356
C -6.29322 -3.51195 0.02140
F -7.60386 -3.66089 -0.30015
C -5.77410 -4.01418 1.19652
F -6.59739 -4.65531 2.05524
C -4.43842 -3.87789 1.52229
F -4.08060 -4.39879 2.73530
C -1.48122 -0.42090 4.17806
C -2.78496 0.31265 3.84828
N -2.56408 1.38119 2.89802
C -3.53790 2.18448 2.51168
C -4.88213 2.28976 2.99774
F -5.30216 1.46348 3.99703
C -5.80128 3.21786 2.55921
F -7.03671 3.23501 3.10378
C -5.48790 4.14262 1.58119
F -6.39555 5.05330 1.14967
C -4.21107 4.08100 1.04475
F -3.86436 4.95221 0.07966
C -3.30362 3.13691 1.46359
F -2.08725 3.18974 0.86586
H 0.90758 -1.83101 3.94164
H 0.82278 -0.39271 2.89809
H 0.72736 -1.99295 2.17770
H -2.67806 -2.52422 3.50172
H -1.17196 -3.20632 4.13160
H -1.83759 -4.54163 2.30320
H -0.44683 -3.63101 1.75832
H -0.70727 0.33070 4.34915
H -1.65128 -0.94798 5.13568
H -3.19729 0.67172 4.80345
H -3.51281 -0.42889 3.48034
C 4.57069 -2.57406 -5.47855
C 3.72732 -1.63806 -4.64800
C 4.26532 -0.45713 -4.14211
C 3.49568 0.40631 -3.37647
C 2.17624 0.08526 -3.09713
C 1.62330 -1.08894 -3.58465
C 2.39677 -1.93879 -4.36281
S 1.20817 1.14036 -2.02372
O 1.37831 0.54704 -0.70645
O 1.76663 2.47339 -2.19097
N -0.27818 0.97399 -2.39442
C -0.90721 1.35729 -3.53999
C -0.29360 1.77351 -4.71041
C -1.03738 2.06958 -5.86709
C -2.39866 1.95634 -5.88930
C -3.07535 1.54708 -4.71255
C -4.48243 1.40828 -4.65792
C -5.08321 1.01616 -3.50025
C -4.26813 0.77229 -2.37255
N -2.96921 0.89065 -2.38239
C -2.35096 1.25996 -3.53594
H 5.32146 -2.02302 -6.04571
H 3.95615 -3.13779 -6.18144
H 5.10841 -3.29445 -4.85314
H 5.29858 -0.20801 -4.35974
H 3.90248 1.32883 -2.98298
H 0.59171 -1.32113 -3.35077
H 1.95818 -2.84914 -4.75975
H 0.78329 1.88327 -4.72249
H -0.51151 2.39106 -6.75945
H -2.96941 2.17813 -6.78358
H -5.06796 1.61482 -5.54781
H -6.15542 0.89010 -3.43099
H -4.71956 0.46437 -1.43407
C 2.36761 -5.10460 1.10623
N 2.96063 -4.93779 -0.20050
C 3.22994 -3.72917 -0.78524
Se 2.93988 -2.05983 -0.15846
N 3.71220 -4.01667 -2.03052
C 3.73229 -5.37715 -2.25459
C 4.10194 -6.14472 -3.34310
C 3.98464 -7.52596 -3.22020
C 3.51244 -8.11190 -2.04918
C 3.13643 -7.33838 -0.95475
C 3.25394 -5.96613 -1.07803
H 2.20331 -4.11262 1.52218
H 3.03614 -5.67063 1.75737
H 1.41024 -5.62012 1.02132
H 3.89540 -3.27428 -2.69016
H 4.45867 -5.68880 -4.25726
H 4.26055 -8.15547 -4.05610
H 3.42769 -9.18887 -1.98847
H 2.75750 -7.79102 -0.04847
C 5.67539 2.24748 0.00289
C 5.18971 3.54752 -0.01661
C 3.97307 3.84436 0.58212
C 3.23034 2.84903 1.21525
C 3.72839 1.54477 1.21893
C 4.94243 1.24327 0.62128
Ge 1.44881 3.18234 1.93277
C 0.74263 4.87928 1.31156
C 0.22566 5.85066 2.16689
C -0.35291 7.00452 1.65607
C -0.42566 7.19598 0.28390
C 0.08252 6.23235 -0.57786
C 0.65937 5.07865 -0.07028
C 1.35357 2.98839 3.86832
C 2.47260 2.74036 4.66330
C 2.33926 2.55071 6.03241
C 1.08385 2.60198 6.62181
C -0.04046 2.83038 5.83875
C 0.09095 3.01352 4.47029
H 6.61684 2.01252 -0.48037
H 5.75289 4.32868 -0.51415
H 3.58702 4.85662 0.53966
H 3.14018 0.74393 1.65347
H 5.29406 0.21880 0.60589
H 0.26617 5.69985 3.24020
H -0.76192 7.74971 2.32822
H -0.89622 8.08735 -0.11364
H 0.00677 6.36802 -1.64969
H 1.02486 4.31673 -0.75302
H 3.45451 2.69378 4.20423
H 3.21473 2.35597 6.64111
H 0.98028 2.44471 7.68895
H -1.02590 2.83708 6.28847
H -0.80085 3.11547 3.86069
*
```

F_max, eV/A: 0.59
Energy above the lowest of the compared OMol25 structures with the same formula, charge and spin, kcal per mole: 20.7
Kohn-Sham gap (spin up / spin down), eV: 5.022 / 5.017

***

No. 4
Computed, not measured: a molecular structure, C59H47FInN3O3P2S at a distorted geometry, with ωB97M-V with the def2-TZVPD basis set.

ORCA input file:
```
! wB97M-V def2-TZVPD RIJCOSX def2/J DEFGRID3
* xyz 2 1
In 11.31450 14.11980 14.21004
C 12.09463 18.86232 15.42739
O 10.72790 18.47217 15.30993
C 10.73912 17.18802 15.01393
N 11.84168 16.54595 14.91884
C 12.88078 17.56039 15.12296
C 13.92363 17.34915 16.19052
C 15.17425 17.90931 15.92720
C 16.10683 18.02197 16.94168
C 15.86351 17.47656 18.21908
C 14.65646 16.86955 18.42884
C 13.67568 16.83384 17.44402
C 9.39244 16.59645 14.76486
C 8.20593 17.28414 15.04290
C 7.00266 16.68866 14.76510
C 7.02371 15.43822 14.16664
C 8.24117 14.80200 13.95997
N 9.40577 15.40115 14.19853
C 8.36257 13.37910 13.54481
N 9.49055 12.78966 13.45069
C 9.20944 11.37655 13.06131
C 7.70803 11.29747 13.32329
O 7.25330 12.65586 13.36621
C 10.00437 10.37504 13.85933
C 10.56125 9.28346 13.16586
C 11.19276 8.28161 13.86582
C 11.26377 8.31243 15.26542
C 10.67902 9.39421 15.95620
C 10.05008 10.42345 15.24917
H 12.29600 19.18171 16.45757
H 12.28287 19.67038 14.71750
H 13.44442 17.66325 14.19035
H 15.35343 18.33084 14.93736
H 17.07467 18.47025 16.71196
H 16.64179 17.51212 18.98114
H 14.39237 16.44314 19.39462
H 12.67894 16.48363 17.72117
H 8.25811 18.26857 15.52579
H 6.05939 17.14171 15.01867
H 6.11462 14.90029 13.95684
H 9.42931 11.26656 11.96760
H 7.53183 10.84718 14.29881
H 7.13632 10.78621 12.57374
H 10.51347 9.26415 12.09452
H 11.64004 7.47720 13.32057
H 11.74622 7.51834 15.82132
H 10.73335 9.42784 17.02463
H 9.59794 11.28353 15.73355
O 11.82052 11.05021 11.12855
S 12.42339 11.85902 12.24134
C 13.72718 12.93846 11.54084
C 14.92071 12.35338 11.19726
C 15.85594 13.08231 10.48726
C 15.58016 14.39988 10.11898
C 14.38417 14.99346 10.48757
C 13.44449 14.28674 11.23388
P 11.88446 15.03895 11.78099
C 10.77726 14.58549 10.39988
C 10.05520 13.39218 10.41983
C 9.30312 13.02990 9.30956
C 9.17543 13.86926 8.20681
C 9.97380 15.03174 8.15343
C 10.72544 15.36885 9.24869
C 11.99015 16.84229 11.68309
C 13.13349 17.62880 11.68985
C 12.98452 19.01595 11.56353
C 11.73064 19.58570 11.38564
C 10.59208 18.79733 11.37413
C 10.70409 17.43824 11.57214
C 13.50045 10.81733 13.15563
C 13.80427 9.57758 12.63420
C 14.85056 8.91317 13.23780
C 15.53353 9.44931 14.34007
C 15.10365 10.64821 14.88633
C 14.04408 11.32114 14.34242
P 13.44509 12.81220 15.20632
C 13.04377 12.23747 16.85996
C 12.57224 13.19031 17.78651
C 12.43423 12.85337 19.10376
C 12.64189 11.54835 19.54257
C 13.01147 10.55855 18.62393
C 13.21424 10.91799 17.29675
C 14.92597 13.84606 15.37520
C 15.82366 13.66081 16.42668
C 17.08810 14.22429 16.33595
C 17.45203 14.98512 15.24355
C 16.54029 15.23395 14.23256
C 15.29039 14.62963 14.30398
H 15.06261 11.31255 11.41124
H 16.82560 12.64711 10.22618
H 16.29512 14.97926 9.51695
H 14.18475 15.99334 10.16858
H 10.07365 12.77769 11.30368
H 8.72055 12.11861 9.36251
H 8.51212 13.62530 7.39373
H 10.00356 15.60753 7.26067
H 11.29376 16.29248 9.17887
H 14.07989 17.15522 11.81444
H 13.84538 19.68118 11.57459
H 11.62866 20.65931 11.27252
H 9.60979 19.22802 11.19734
H 9.77400 16.83327 11.57883
H 13.28840 9.27438 11.74447
H 15.18381 7.95078 12.86920
H 16.38741 8.98921 14.82602
H 15.64336 11.04241 15.75710
H 12.47373 14.22490 17.46371
H 12.14071 13.65216 19.78950
H 12.46871 11.26832 20.57447
H 13.04068 9.52338 18.92447
H 13.43800 10.15229 16.57384
H 15.54805 13.03569 17.25518
H 17.77906 14.06361 17.15401
H 18.45313 15.40874 15.19545
H 16.82702 15.84294 13.38537
H 14.56729 14.81515 13.49991
F 10.50575 13.91170 16.03586
*
```

F_max, eV/A: 1.83
Energy above the lowest of the compared OMol25 structures with the same formula, charge and spin, kcal per mole: 0.0
Kohn-Sham gap, eV: 7.900